[1]
Entry from the OMol25 dataset: 9 unconnected molecules or ions with the total composition C42H107N5O12S4 at a distorted geometry (ωB97M-V with the def2-TZVPD basis set).

Atoms and positions in Å:
C1 -1.88530 -0.83745 3.97589
C2 -2.23505 -2.28859 4.10473
O1 -2.93573 -2.66365 2.89510
S1 -3.01897 -4.18474 2.47954
C3 -4.23331 -4.84624 3.56898
O2 -3.52932 -4.21654 1.15025
O3 -1.76874 -4.78559 2.79752
H1 -2.78167 -0.22823 3.84215
H2 -1.24669 -0.68361 3.10503
H3 -1.37976 -0.47887 4.87245
H4 -1.35906 -2.91420 4.26532
H5 -2.93050 -2.46798 4.93095
H6 -5.15570 -4.27197 3.46061
H7 -3.87775 -4.80957 4.59499
H8 -4.41282 -5.87099 3.25203
C4 3.61707 -2.27786 -6.71906
C5 2.14900 -1.91630 -6.97241
O4 1.46804 -1.44965 -5.81693
S2 1.25767 -2.45305 -4.58750
C6 2.26639 -1.61874 -3.42063
O5 -0.07807 -2.30340 -4.13151
O6 1.77332 -3.72638 -4.96742
H9 4.01098 -1.72328 -5.86783
H10 4.23327 -2.10715 -7.60421
H11 3.74018 -3.34586 -6.53308
H12 2.15072 -1.10626 -7.70408
H13 1.61008 -2.71848 -7.47773
H14 2.13608 -2.14315 -2.48164
H15 1.77475 -0.64327 -3.36516
H16 3.28015 -1.35881 -3.72639
C7 1.57355 0.36234 2.11318
C8 1.00940 0.52114 0.71365
O7 -0.26434 -0.18983 0.63029
S3 -0.59150 -0.76677 -0.81624
C9 -2.13240 -1.59535 -0.58032
O8 -0.76305 0.33219 -1.70268
O9 0.37710 -1.77007 -1.11024
H17 2.29603 1.16201 2.27426
H18 2.00700 -0.62743 2.24019
H19 0.80016 0.50241 2.86994
H20 0.76365 1.57544 0.56135
H21 1.69095 0.20339 -0.07082
H22 -2.58441 -1.16971 0.32088
H23 -1.93612 -2.63594 -0.34976
H24 -2.73903 -1.36151 -1.44542
C10 -3.58269 1.98988 -0.46828
C11 -3.01951 2.18446 0.91603
O10 -3.95529 1.70357 1.90670
S4 -5.24968 2.61920 2.15168
C12 -5.41488 2.26293 3.87395
O11 -4.88130 3.98293 1.97112
O12 -6.33344 2.06918 1.41643
H25 -2.87957 2.10785 -1.29427
H26 -4.35461 2.73644 -0.67671
H27 -4.02019 0.99959 -0.58658
H28 -2.11194 1.59708 1.08574
H29 -2.64350 3.19176 1.10767
H30 -6.47220 2.38579 4.10521
H31 -4.83073 2.98212 4.43959
H32 -5.07353 1.25103 4.06445
C13 -5.02296 -3.05474 -4.31005
C14 -6.00979 -1.98755 -3.89686
N1 -5.60304 -0.61928 -4.16353
C15 -6.69334 0.32541 -4.18991
C16 -7.48122 0.50830 -2.90368
C17 -4.47040 -0.21278 -3.32944
C18 -3.81155 1.01735 -3.94472
H33 -4.88714 -3.00904 -5.39123
H34 -5.42660 -4.02351 -4.01700
H35 -4.04170 -2.94458 -3.85076
H36 -6.98050 -2.20594 -4.35802
H37 -6.28943 -2.10818 -2.82769
H38 -6.23819 1.28575 -4.47112
H39 -7.34483 0.18579 -5.05722
H40 -8.45808 0.97298 -3.03670
H41 -7.70477 -0.48141 -2.48580
H42 -6.94927 1.03031 -2.10670
H43 -3.77976 -1.04362 -3.24345
H44 -4.81228 0.05671 -2.31534
H45 -4.23140 1.99942 -3.72944
H46 -3.65170 0.90485 -5.01742
H47 -2.78590 1.10997 -3.55724
C19 -6.96605 -1.71067 5.10477
C20 -8.07072 -1.90734 4.05806
N2 -7.56246 -2.20906 2.73770
C21 -6.75284 -1.16422 2.12191
C22 -5.71868 -1.75679 1.18522
C23 -8.60832 -2.73466 1.84551
C24 -9.58086 -1.68748 1.32388
H48 -7.43269 -1.39094 6.04128
H49 -6.19825 -0.98472 4.84509
H50 -6.47180 -2.65765 5.33989
H51 -8.68136 -2.73237 4.42733
H52 -8.70238 -0.99977 4.07924
H53 -7.37066 -0.41636 1.60186
H54 -6.28372 -0.55542 2.89583
H55 -6.17192 -2.32318 0.37140
H56 -5.07094 -0.98152 0.76945
H57 -5.09714 -2.44315 1.75107
H58 -9.15489 -3.47727 2.42788
H59 -8.09599 -3.24626 1.03140
H60 -9.19532 -1.13339 0.46667
H61 -9.93751 -0.98515 2.07781
H62 -10.49445 -2.16095 0.94454
C25 4.62355 6.67586 -1.19660
C26 5.73687 5.65234 -1.16626
N3 5.37747 4.35278 -0.58899
C27 4.76753 4.45295 0.73984
C28 4.05083 3.18520 1.13319
C29 6.55194 3.48230 -0.50505
C30 7.66934 3.88337 0.46393
H63 3.81264 6.25713 -1.81074
H64 4.87847 7.56431 -1.77532
H65 4.16072 6.94835 -0.25300
H66 5.91934 5.42123 -2.22473
H67 6.69029 6.06057 -0.81006
H68 5.47036 4.79238 1.52202
H69 4.05161 5.27105 0.77719
H70 3.24539 2.98528 0.41851
H71 4.59496 2.26390 1.33238
H72 3.45697 3.35415 2.04436
H73 7.02533 3.42423 -1.49003
H74 6.18020 2.48714 -0.26095
H75 7.46857 3.56852 1.49091
H76 7.87894 4.95185 0.48446
H77 8.61238 3.40787 0.18478
C31 5.81968 2.06495 4.96687
C32 5.76823 0.63887 5.51800
N4 5.25086 -0.32275 4.55338
C33 4.83464 -1.57558 5.14148
C34 3.49798 -1.47884 5.86788
C35 5.98587 -0.40626 3.30923
C36 5.21315 -1.10000 2.20303
H78 6.85519 2.32786 4.72431
H79 5.56141 2.76585 5.76090
H80 5.23755 2.20035 4.06298
H81 6.77296 0.29920 5.84287
H82 5.16734 0.59357 6.42471
H83 5.61547 -2.04802 5.75937
H84 4.64646 -2.26329 4.31605
H85 3.30181 -2.44795 6.33213
H86 2.68152 -1.28122 5.17288
H87 3.49041 -0.67883 6.60760
H88 6.22696 0.59054 2.92784
H89 6.97791 -0.86207 3.50208
H90 5.17688 -2.18924 2.29869
H91 4.20333 -0.70821 2.10995
H92 5.69480 -1.01782 1.22225
C37 7.80659 -0.82239 -3.30676
C38 6.41196 -0.92525 -3.90655
N5 5.42360 -0.00379 -3.36785
C39 5.43454 0.10021 -1.92242
C40 4.17171 0.73940 -1.38839
C41 5.27136 1.27817 -4.07060
C42 5.38788 1.22079 -5.57348
H93 8.55328 -1.29415 -3.95166
H94 7.90932 -1.25963 -2.31529
H95 8.12604 0.22606 -3.28786
H96 6.51054 -0.77793 -4.97981
H97 6.02337 -1.94441 -3.77780
H98 5.44720 -0.94012 -1.57227
H99 6.36040 0.55376 -1.53124
H100 3.93933 1.77654 -1.62731
H101 3.33494 0.10805 -1.69139
H102 4.21650 0.73102 -0.29624
H103 6.01104 2.00227 -3.67196
H104 4.30971 1.69030 -3.76499
H105 6.40498 1.24377 -5.95882
H106 4.90191 2.12239 -5.96517
H107 4.80929 0.41681 -6.03198

Output
structure (SMILES): CCOS(C)(=O)=O.CCOS(C)(=O)=O.CCOS(C)(=O)=O.CCOS(C)(=O)=O.CCN(CC)CC.CCN(CC)CC.CCN(CC)CC.CCN(CC)CC.CCN(CC)CC
frontier orbital gap: 8.20 eV
energy above the lowest of the compared OMol25 structures with the same formula, charge and spin: 14.33 kcal per mole
molecular weight: 1002.61 Da
multiplicity: 1
lowest unoccupied orbital energy: 0.011 Eh

=====

[2]
Entry from the OMol25 dataset: 9 unconnected molecules or ions with the total composition C42H107N5O14 at a distorted geometry (ωB97M-V with the def2-TZVPD basis set).

Atoms and positions in Å:
C1 -12.97748 14.42536 12.96463
O1 -12.26502 15.30675 13.79275
C2 -12.92847 15.52260 15.02015
C3 -11.99633 16.24840 15.93963
N1 -11.07985 15.32418 16.56448
C4 -10.03866 15.98532 17.36030
C5 -8.91436 15.01961 17.63527
O2 -8.48098 14.48330 16.40022
C6 -7.40275 13.59521 16.55607
H1 -13.98699 14.80366 12.75650
H2 -13.03635 13.43928 13.44186
H3 -12.44428 14.34826 12.02088
H4 -13.24019 14.56834 15.46257
H5 -13.82520 16.12486 14.80633
H6 -12.61032 16.71590 16.71800
H7 -11.50548 17.06209 15.38513
H8 -10.59840 14.76651 15.86587
H9 -10.48863 16.28621 18.31042
H10 -9.61313 16.86483 16.85169
H11 -9.27801 14.19602 18.27392
H12 -8.08906 15.50806 18.16846
H13 -7.74325 12.64896 16.98547
H14 -6.58808 14.02757 17.15378
H15 -6.94268 13.45006 15.57691
C7 -15.01724 4.29347 26.43577
O3 -13.98997 4.92966 25.73638
C8 -12.97067 4.02966 25.35067
C9 -12.08638 4.75907 24.38766
N2 -12.85466 5.16140 23.21358
C10 -12.07550 5.70403 22.11688
C11 -11.31591 7.00333 22.35497
O4 -10.20346 6.81716 23.20918
C12 -9.40762 7.98183 23.31829
H16 -15.68819 5.04932 26.84260
H17 -14.61524 3.68262 27.25238
H18 -15.63451 3.66364 25.77831
H19 -13.43943 3.17580 24.84596
H20 -12.38221 3.72172 26.22413
H21 -11.23409 4.14657 24.08826
H22 -11.65271 5.62939 24.90108
H23 -13.57725 5.80430 23.51141
H24 -12.76430 5.94090 21.29611
H25 -11.40241 4.93780 21.72197
H26 -12.02580 7.73840 22.76959
H27 -10.94769 7.36493 21.38076
H28 -8.52634 7.64544 23.86532
H29 -9.92886 8.77466 23.85868
H30 -9.05877 8.32494 22.33655
C13 -1.52147 11.94732 12.82211
O5 -2.66721 12.73546 12.63397
C14 -2.54440 13.99842 13.22300
C15 -3.93901 14.59960 13.28453
N3 -3.96435 15.95101 13.81800
C16 -3.34896 16.16112 15.10689
C17 -4.01834 15.37182 16.24236
O6 -3.35067 15.62276 17.43683
C18 -4.04487 15.10846 18.55101
H31 -1.56981 11.07119 12.18332
H32 -1.41384 11.62176 13.86757
H33 -0.61037 12.52046 12.59066
H34 -1.91171 14.63973 12.59030
H35 -2.06937 13.93452 14.20946
H36 -4.60506 13.87040 13.77878
H37 -4.31188 14.62159 12.25600
H38 -4.91629 16.29323 13.80273
H39 -3.39396 17.20874 15.40222
H40 -2.29801 15.87713 15.03830
H41 -4.09428 14.30659 15.97895
H42 -5.05922 15.75197 16.24207
H43 -3.43523 15.26210 19.43836
H44 -4.21554 14.03174 18.43796
H45 -4.99790 15.64044 18.66596
C19 -3.38924 10.96166 24.29109
O7 -3.60370 12.28985 23.89150
C20 -2.72855 13.21940 24.51135
C21 -3.16686 14.62344 24.14061
N4 -3.13241 14.83776 22.68166
C22 -3.46659 16.22443 22.33407
C23 -2.30159 17.15425 22.56483
O8 -2.76713 18.48072 22.51450
C24 -1.72086 19.41382 22.45500
H46 -2.44054 10.56970 23.90907
H47 -4.22834 10.37221 23.92498
H48 -3.36445 10.87013 25.38598
H49 -1.70711 13.05106 24.14854
H50 -2.78572 13.11511 25.60291
H51 -2.51806 15.33717 24.64682
H52 -4.18832 14.73830 24.52824
H53 -3.87961 14.25723 22.31166
H54 -4.38832 16.55685 22.83217
H55 -3.68236 16.19445 21.26192
H56 -1.55298 16.95639 21.78383
H57 -1.79066 16.92566 23.51180
H58 -2.15872 20.40772 22.35044
H59 -1.07125 19.25666 21.58357
H60 -1.09274 19.41577 23.35463
C25 -11.10830 10.78085 21.03840
O9 -10.78568 11.21396 22.33834
C26 -11.83449 11.08535 23.28710
C27 -11.27795 11.54676 24.59725
N5 -11.10953 13.00026 24.62605
C28 -12.29775 13.70854 25.07714
C29 -12.20902 15.17487 24.68176
O10 -12.02564 15.38241 23.29955
C30 -13.10448 14.96835 22.50810
H61 -10.27923 11.09905 20.40520
H62 -12.00262 11.28746 20.65097
H63 -11.24379 9.69632 20.98972
H64 -12.15783 10.03873 23.33234
H65 -12.65638 11.75754 23.00242
H66 -10.32860 11.04605 24.80597
H67 -11.95143 11.24711 25.40610
H68 -10.91488 13.30465 23.67307
H69 -12.40039 13.66346 26.16468
H70 -13.22333 13.27964 24.65826
H71 -11.35428 15.62733 25.18414
H72 -13.13259 15.66858 25.01851
H73 -13.25421 13.88223 22.54295
H74 -12.85625 15.20340 21.47302
H75 -14.02890 15.49094 22.77732
C31 -7.70313 16.63142 21.33360
C32 -8.11179 17.89711 22.07635
C33 -7.14362 18.25164 23.19536
O11 -8.23494 18.98355 21.13980
H76 -8.50453 16.36715 20.63959
H77 -7.56305 15.78440 22.01156
H78 -6.77302 16.77826 20.77886
H79 -9.12240 17.74427 22.45964
H80 -7.50744 19.10452 23.76965
H81 -6.15571 18.51320 22.80009
H82 -7.00293 17.39688 23.85940
H83 -7.35574 19.34255 20.98217
C34 -7.38658 11.32235 22.04245
C35 -6.30649 12.08094 21.27711
C36 -6.92141 12.85275 20.12762
O12 -5.68298 13.06261 22.11014
H84 -7.88501 10.57168 21.42064
H85 -8.17245 11.97465 22.42602
H86 -6.92387 10.80018 22.88742
H87 -5.56622 11.34154 20.94350
H88 -6.18108 13.43493 19.57630
H89 -7.60979 13.59144 20.54406
H90 -7.40895 12.14455 19.45547
H91 -5.25989 12.64353 22.88099
C37 -7.35234 7.44081 16.96343
C38 -8.18270 8.64513 17.34674
C39 -8.12464 8.94427 18.82717
O13 -7.74045 9.81837 16.60898
H92 -7.67944 6.55864 17.52015
H93 -6.30175 7.59876 17.21014
H94 -7.46845 7.21506 15.90417
H95 -9.22846 8.47606 17.06359
H96 -7.13404 9.32716 19.09406
H97 -8.29299 8.05161 19.43339
H98 -8.85099 9.70333 19.12423
H99 -8.46546 10.04926 16.02248
C40 -7.51969 12.66738 25.36510
C41 -7.97521 14.09237 25.57244
C42 -8.17520 14.81799 24.23877
O14 -9.16928 14.15994 26.32494
H100 -8.24081 12.06497 24.80086
H101 -7.34960 12.17754 26.32720
H102 -6.58108 12.60549 24.80214
H103 -7.16806 14.58600 26.12317
H104 -8.98351 14.36191 23.66000
H105 -7.27988 14.84156 23.62668
H106 -8.48673 15.84676 24.44405
H107 -9.84304 13.77351 25.74350

Output
structure (SMILES): COCCNCCOC.COCCNCCOC.COCCNCCOC.COCCNCCOC.COCCNCCOC.CC(C)O.CC(C)O.CC(C)O.CC(C)O
frontier orbital gap: 8.98 eV
energy above the lowest of the compared OMol25 structures with the same formula, charge and spin: 0.00 kcal per mole
molecular weight: 906.34 Da
multiplicity: 1
lowest unoccupied orbital energy: 0.013 Eh